Entry 1:
{
  "formula": "C32H40N3O4PPd",
  "method": "ωB97M-V/def2-TZVPD",
  "homo_energy_ev": [-12.99, -14.14],
  "max_force_ha_per_bohr": 0.0035,
  "total_charge": 2,
  "spin_multiplicity": 3,
  "e_lumo_ha": [-0.183, -0.255],
  "energy_ha": -2177.3789,
  "species": ["Pd", "C", "N", "C", "C", "O", "C", "O", "C", "C", "O", "N", "C", "C", "H", "H", "H", "H", "H", "H", "H", "H", "H", "H", "H", "H", "H", "H", "H", "H", "C", "C", "C", "C", "C", "O", "C", "N", "C", "C", "C", "C", "C", "C", "P", "C", "C", "C", "C", "C", "C", "C", "C", "C", "C", "C", "C", "H", "H", "H", "H", "H", "H", "H", "H", "H", "H", "H", "H", "H", "H", "H", "H", "H", "H", "H", "H", "H", "H", "H", "H"],
  "xyz": [[-0.392, 0.451, 0.232], [3.689, 3.625, -1.602], [3.146, 2.280, -1.415], [4.021, 1.168, -1.784], [1.917, 2.058, -0.979], [1.470, 0.901, -0.818], [1.036, 3.260, -0.649], [-0.324, 2.881, -0.595], [-1.063, 3.078, -1.787], [-1.854, 1.820, -2.135], [-1.702, 0.776, -1.472], [-2.702, 1.884, -3.150], [-2.963, 3.093, -3.925], [-3.559, 0.744, -3.469], [4.774, 3.553, -1.592], [3.383, 4.049, -2.560], [3.398, 4.290, -0.792], [4.896, 1.161, -1.134], [3.484, 0.231, -1.684], [4.347, 1.297, -2.816], [1.312, 3.640, 0.339], [1.184, 4.070, -1.363], [-1.751, 3.913, -1.638], [-0.401, 3.325, -2.622], [-2.156, 3.813, -3.838], [-3.053, 2.818, -4.974], [-3.896, 3.558, -3.605], [-3.230, -0.129, -2.917], [-4.591, 0.976, -3.205], [-3.504, 0.549, -4.540], [-0.223, 3.953, 3.515], [-0.591, 2.628, 2.852], [-1.872, 2.042, 3.438], [0.593, 1.658, 2.935], [0.946, 1.196, 4.354], [0.646, -0.217, 4.344], [0.323, -0.572, 3.106], [0.308, 0.382, 2.241], [0.059, -2.021, 2.940], [0.084, -2.779, 4.114], [-0.088, -4.152, 4.090], [-0.265, -4.801, 2.880], [-0.291, -4.064, 1.708], [-0.157, -2.676, 1.715], [-0.153, -1.906, 0.068], [-1.542, -2.576, -0.855], [-1.542, -2.419, -2.244], [-2.619, -2.863, -2.991], [-3.719, -3.428, -2.359], [-3.744, -3.544, -0.977], [-2.660, -3.120, -0.223], [1.402, -2.486, -0.639], [1.491, -3.460, -1.628], [2.739, -3.906, -2.043], [3.891, -3.393, -1.469], [3.804, -2.427, -0.473], [2.565, -1.968, -0.064], [-1.019, 4.683, 3.375], [0.696, 4.373, 3.101], [-0.080, 3.838, 4.591], [-0.761, 2.823, 1.787], [-1.767, 1.816, 4.501], [-2.177, 1.123, 2.929], [-2.688, 2.757, 3.344], [1.463, 2.116, 2.454], [0.338, 1.654, 5.130], [1.999, 1.308, 4.605], [0.247, -2.284, 5.058], [-0.068, -4.710, 5.015], [-0.378, -5.876, 2.843], [-0.420, -4.580, 0.765], [-0.697, -1.956, -2.740], [-2.601, -2.769, -4.069], [-4.559, -3.777, -2.944], [-4.604, -3.973, -0.482], [-2.688, -3.223, 0.854], [0.600, -3.891, -2.063], [2.806, -4.667, -2.809], [4.859, -3.755, -1.788], [4.702, -2.038, -0.012], [2.498, -1.210, 0.709]]
}


Entry 2:
{
  "formula": "C32H40N9O5STc",
  "method": "ωB97M-V/def2-TZVPD",
  "homo_energy_ev": [-16.10, -16.10],
  "max_force_ha_per_bohr": 0.0058,
  "total_charge": 3,
  "spin_multiplicity": 4,
  "e_lumo_ha": [-0.301, -0.377],
  "energy_ha": -2590.5401,
  "species": ["Tc", "N", "C", "C", "N", "C", "C", "N", "H", "H", "H", "H", "H", "H", "H", "H", "H", "H", "H", "H", "H", "N", "C", "C", "C", "C", "C", "N", "C", "C", "C", "C", "C", "N", "H", "H", "H", "H", "H", "H", "H", "H", "H", "O", "C", "O", "C", "C", "C", "C", "C", "C", "N", "O", "O", "H", "H", "H", "H", "C", "C", "C", "N", "C", "S", "N", "C", "O", "C", "C", "C", "C", "C", "C", "H", "H", "H", "H", "H", "H", "H", "H", "H", "H", "H", "H", "H", "H"],
  "xyz": [[1.684, -0.476, 0.264], [0.087, 0.792, 0.921], [0.529, 2.104, 1.492], [1.898, 2.434, 0.942], [2.777, 1.231, 1.064], [3.225, 0.928, 2.469], [2.310, -0.133, 3.069], [2.091, -1.179, 2.057], [-0.434, 0.254, 1.641], [-0.598, 0.993, 0.183], [-0.190, 2.882, 1.235], [0.544, 2.032, 2.577], [1.836, 2.676, -0.119], [2.347, 3.282, 1.462], [3.610, 1.429, 0.513], [4.241, 0.539, 2.404], [3.251, 1.848, 3.056], [2.757, -0.559, 3.969], [1.347, 0.278, 3.366], [2.841, -1.864, 2.087], [0.484, -2.275, 2.880], [2.069, -3.690, 0.163], [3.223, -3.062, -0.273], [4.345, -3.856, -0.532], [5.511, -3.264, -0.946], [5.550, -1.876, -1.115], [4.422, -1.160, -0.842], [3.263, -1.729, -0.401], [0.735, -3.359, -0.022], [-0.183, -4.414, -0.041], [-1.519, -4.149, -0.195], [-1.931, -2.821, -0.342], [-0.984, -1.839, -0.310], [0.348, -2.078, -0.140], [2.201, -4.679, 0.319], [4.275, -4.930, -0.421], [6.384, -3.869, -1.155], [6.442, -1.372, -1.457], [4.403, -0.087, -0.979], [0.174, -5.430, 0.057], [-2.238, -4.957, -0.209], [-2.971, -2.559, -0.468], [-1.291, -0.807, -0.389], [-0.305, -2.809, 3.109], [-1.341, -1.969, 3.089], [-1.183, -0.812, 2.719], [-2.628, -2.545, 3.504], [-3.763, -1.737, 3.448], [-4.992, -2.249, 3.822], [-5.047, -3.565, 4.247], [-3.937, -4.384, 4.325], [-2.711, -3.865, 3.948], [-6.369, -4.125, 4.638], [-6.385, -5.278, 5.004], [-7.321, -3.385, 4.547], [-3.674, -0.711, 3.120], [-5.895, -1.658, 3.796], [-4.046, -5.398, 4.680], [-1.823, -4.479, 4.011], [1.292, 5.238, -1.770], [1.791, 4.851, -3.156], [2.086, 3.365, -3.295], [0.835, 2.598, -3.164], [0.661, 1.416, -2.637], [1.993, 0.446, -2.085], [-0.589, 0.893, -2.544], [-1.740, 1.665, -2.084], [-2.097, 1.428, -0.949], [-2.336, 2.615, -3.004], [-2.114, 2.521, -4.387], [-2.730, 3.418, -5.239], [-3.562, 4.405, -4.718], [-3.793, 4.495, -3.349], [-3.190, 3.598, -2.488], [1.057, 6.300, -1.724], [2.055, 5.041, -1.013], [0.381, 4.696, -1.498], [2.710, 5.389, -3.391], [1.070, 5.148, -3.923], [2.775, 3.019, -2.524], [2.525, 3.136, -4.267], [0.013, 3.035, -3.575], [-0.592, -0.051, -2.185], [-1.503, 1.721, -4.790], [-2.582, 3.341, -6.308], [-4.044, 5.104, -5.389], [-4.451, 5.260, -2.961], [-3.369, 3.645, -1.422]]
}


Entry 3:
{
  "formula": "C32H41FN5O14P2PmSe",
  "method": "ωB97M-V/def2-TZVPD",
  "homo_energy_ev": [-8.44, -8.44],
  "max_force_ha_per_bohr": 0.0290,
  "spin_multiplicity": 5,
  "e_lumo_ha": [-0.026, -0.026],
  "energy_ha": -6364.0050,
  "species": ["Pm", "O", "C", "O", "C", "C", "C", "C", "C", "N", "C", "O", "O", "H", "H", "H", "C", "C", "C", "O", "P", "O", "C", "P", "O", "O", "C", "C", "C", "O", "C", "C", "C", "O", "C", "C", "C", "H", "H", "H", "H", "H", "H", "H", "H", "H", "H", "H", "H", "H", "H", "H", "H", "H", "H", "H", "H", "H", "H", "H", "H", "H", "H", "H", "H", "H", "H", "F", "C", "C", "N", "C", "C", "O", "O", "C", "O", "N", "C", "O", "H", "H", "H", "H", "Se", "N", "C", "C", "C", "C", "C", "C", "N", "H", "H", "H", "H"],
  "xyz": [[0.112, 8.727, 19.603], [3.180, 8.530, 16.918], [2.104, 8.937, 17.293], [1.076, 8.183, 17.544], [1.895, 10.427, 17.605], [2.764, 11.453, 17.270], [2.535, 12.717, 17.805], [1.503, 12.897, 18.718], [0.700, 11.809, 19.032], [0.873, 10.644, 18.427], [-0.309, 11.798, 20.199], [-0.594, 12.849, 20.736], [-0.695, 10.617, 20.528], [3.616, 11.251, 16.635], [3.173, 13.555, 17.545], [1.321, 13.843, 19.214], [-2.142, 8.914, 13.357], [-1.666, 9.211, 14.768], [-0.201, 9.584, 14.824], [-1.871, 8.003, 15.561], [-2.226, 8.029, 17.097], [-1.591, 9.036, 17.965], [-1.800, 6.325, 17.539], [-2.148, 6.174, 19.311], [-1.483, 7.227, 20.102], [-1.665, 4.787, 19.857], [-1.774, 3.435, 19.326], [-0.634, 3.174, 18.363], [-3.113, 3.151, 18.682], [-3.720, 6.239, 19.370], [-4.525, 6.448, 20.579], [-3.869, 7.355, 21.602], [-4.887, 5.108, 21.190], [-3.788, 8.236, 17.208], [-4.759, 7.898, 16.189], [-4.907, 6.390, 16.071], [-6.047, 8.583, 16.590], [-2.014, 9.809, 12.738], [-3.202, 8.643, 13.339], [-1.552, 8.105, 12.919], [-2.272, 10.004, 15.209], [0.417, 8.797, 14.382], [0.107, 9.715, 15.857], [-0.036, 10.516, 14.268], [-0.720, 6.206, 17.376], [-2.355, 5.605, 16.928], [-1.650, 2.826, 20.209], [-0.785, 3.683, 17.402], [-0.559, 2.100, 18.172], [0.321, 3.498, 18.777], [-3.238, 3.707, 17.743], [-3.943, 3.390, 19.349], [-3.157, 2.083, 18.433], [-5.409, 6.935, 20.183], [-3.017, 6.868, 22.073], [-4.603, 7.585, 22.373], [-3.522, 8.287, 21.165], [-3.985, 4.565, 21.497], [-5.458, 4.486, 20.494], [-5.504, 5.277, 22.076], [-4.395, 8.305, 15.251], [-5.023, 5.950, 17.067], [-4.046, 5.935, 15.575], [-5.789, 6.141, 15.473], [-6.423, 8.174, 17.532], [-6.806, 8.442, 15.815], [-5.894, 9.655, 16.716], [0.275, 11.668, 25.155], [1.447, 11.084, 24.868], [1.817, 10.909, 23.602], [3.013, 10.310, 23.278], [3.330, 10.005, 21.898], [2.236, 9.251, 21.173], [2.435, 9.065, 19.942], [1.196, 8.868, 21.767], [3.879, 9.865, 24.250], [4.931, 9.311, 24.000], [3.477, 10.110, 25.544], [2.277, 10.660, 25.990], [2.042, 10.746, 27.174], [1.176, 11.224, 22.782], [4.219, 9.390, 21.905], [3.554, 10.910, 21.338], [4.115, 9.789, 26.252], [2.387, 6.274, 18.639], [1.197, 6.593, 19.887], [1.185, 5.613, 20.763], [0.394, 5.584, 21.950], [0.429, 4.472, 22.719], [1.246, 3.347, 22.380], [2.058, 3.372, 21.292], [2.049, 4.522, 20.445], [2.768, 4.701, 19.343], [-0.188, 6.454, 22.209], [-0.152, 4.415, 23.628], [1.232, 2.475, 23.023], [2.723, 2.547, 21.049]]
}